No. 1
Formula: C16H30GaNO
Source: OMol25
Level of theory: wB97M-V/def2-TZVPD

Calculated values
Energy relative to the best compared isomer or geometry (same formula, charge and spin): 0.00 kcal/mol
Charge: +2
M: 322.14 Da
Highest occupied orbital energy: -15.51 eV

Last column: Mulliken charge in e.
Element x y z (Å)
H 2.068 3.415 0.880  0.397
H -2.458 1.336 2.605  0.286
H 0.250 1.750 -1.021  -0.247
C 1.973 2.757 0.010  -1.277
C -0.557 -1.920 -0.798  -0.001
H -1.642 -3.755 -0.653  0.375
C -1.597 -0.870 4.928  -0.784
H -2.206 -0.282 5.610  0.289
H 3.465 -1.192 -1.439  0.349
Ga 0.676 -0.562 0.439  0.257
C 2.762 -0.859 -2.210  -1.576
C 0.442 3.908 -1.186  -1.454
H -2.116 -1.817 4.691  0.336
C -2.314 -0.736 -2.223  -1.880
C -1.879 1.295 3.532  -0.687
H -0.555 4.247 -1.416  0.390
H 2.725 -2.542 0.166  0.429
H -0.655 -1.130 5.428  0.360
H 1.833 -3.857 -0.624  0.380
C -0.930 -0.937 -1.745  1.162
H -2.474 1.539 4.400  0.354
H -0.693 1.062 -3.649  0.379
C 0.511 2.632 -0.403  0.810
H -0.083 -1.453 2.778  0.516
H -0.151 2.524 0.469  0.012
H -2.441 0.243 -2.692  0.434
C 1.728 -2.954 -0.025  -1.341
H 1.046 1.286 -3.436  0.345
H -1.022 -3.159 0.893  0.303
H 1.014 3.718 -2.098  0.356
H 2.675 3.191 -0.759  0.346
C 0.253 0.532 -3.501  -1.511
H 1.267 -3.211 0.936  0.390
C 1.363 -0.963 -1.725  0.042
H -2.607 -1.492 -2.964  0.356
H 2.884 -1.522 -3.081  0.373
H 3.032 0.161 -2.518  0.381
H 2.366 1.822 0.281  0.316
C 0.229 -0.365 -2.311  -0.136
H -3.011 -0.801 -1.384  0.397
C -0.687 -0.528 2.725  -0.057
H -1.029 1.976 3.444  0.294
H 0.437 -0.055 -4.409  0.373
H -2.433 -2.377 0.140  0.397
H 0.982 4.665 -0.609  0.385
C -1.461 -2.846 -0.063  -1.460
C 0.894 -1.996 -0.786  2.018
N -1.313 -0.041 3.743  0.169
O -0.560 0.164 1.632  -0.344

Forces on atoms 1 to 3 (eV/Å):
-0.1 -0.1 -0.1
0.0 -0.1 0.3
0.4 0.3 -0.1

=====

No. 2
Formula: C7H10N2OS
Source: OMol25
Level of theory: wB97M-V/def2-TZVPD

Calculated values
Energy relative to the best compared isomer or geometry (same formula, charge and spin): 5.72 kcal/mol
M: 170.24 Da
Highest occupied orbital energy (spin up / spin down): -5.96 / -9.32 eV
2S+1: 3

Last column: Mulliken spin population.
Element x y z (Å)
C -0.202 0.034 -1.095  0.050
H -0.397 -0.473 -3.168  0.001
C 0.175 -0.380 -2.272  0.006
N -1.670 2.799 0.304  0.011
H -1.798 -1.238 2.234  0.005
N -1.674 -0.508 1.582  0.223
H -0.720 0.050 1.737  -0.023
C -1.691 0.402 -0.623  -0.041
C 2.369 -0.106 1.362  0.000
H 1.812 -1.027 -0.684  0.001
H 1.218 -0.732 -2.272  0.002
O 0.564 0.439 -0.062  0.003
C -1.710 1.763 -0.158  0.048
H -2.316 0.295 -1.656  -0.001
H 2.612 0.634 -0.692  0.000
H 3.007 0.781 1.487  0.000
S -3.672 -1.295 0.237  1.197
C -2.276 -0.454 0.356  0.515
H 1.576 0.099 2.030  0.004
H 2.833 -1.046 1.507  -0.001
C 1.959 -0.037 -0.155  0.001

Forces on atoms 1 to 3 (eV/Å):
-3.1 2.3 1.9
-0.6 -0.3 0.0
1.8 -1.1 -0.4

=====

No. 3
Formula: C5H9NO
Source: OMol25
Level of theory: wB97M-V/def2-TZVPD

Calculated values
Energy relative to the best compared isomer or geometry (same formula, charge and spin): 231.67 kcal/mol
M: 99.13 Da
Highest occupied orbital energy: -8.24 eV

Last column: Mulliken charge in e.
Element x y z (Å)
C -1.632 -0.602 -0.101  -0.761
H -2.334 -1.295 0.546  0.219
H 0.989 0.740 1.911  0.412
C 0.605 0.046 1.241  -0.678
H 1.874 1.097 -0.436  0.333
N -0.551 1.585 -0.286  -0.773
C -0.203 -1.008 -0.571  -0.190
H -2.526 0.047 -0.551  0.121
O 0.775 -0.307 -1.251  -0.407
C 1.582 0.015 -0.232  -0.663
H 0.129 -1.905 -0.130  0.347
H 0.549 -1.094 1.622  0.170
C -0.561 0.210 0.318  0.869
H -1.608 1.744 -1.228  0.298
H 0.478 1.281 -0.830  0.308
H 2.435 -0.555 -0.021  0.392

Forces on atoms 1 to 3 (eV/Å):
-5.8 -0.3 -0.2
2.4 0.5 -1.1
0.2 1.5 1.3

=====

No. 4
Formula: C3H5NO2
Source: OMol25
Level of theory: wB97M-V/def2-TZVPD

Calculated values
Structure (SMILES): [H]/N=C1\OC[C@@H]1O
Energy relative to the best compared isomer or geometry (same formula, charge and spin): 70.55 kcal/mol
M: 87.08 Da
Highest occupied orbital energy: -10.35 eV

Last column: Mulliken charge in e.
Element x y z (Å)
O 0.478 -1.919 0.129  -0.481
C -0.169 0.355 -0.874  0.275
H -1.048 -0.753 0.690  0.204
N -0.658 0.310 -2.025  -0.638
O 0.285 1.400 -0.090  -0.376
H -0.707 1.237 -2.445  0.277
C 0.003 -0.625 0.247  0.230
H 1.778 0.441 1.077  0.267
H -0.441 -2.084 0.446  0.431
H 0.219 0.753 1.936  0.212
C 0.691 0.504 0.984  -0.400

Forces on atoms 1 to 3 (eV/Å):
-1.6 -0.1 0.6
-0.2 0.1 -0.4
0.9 1.1 -0.4

=====

No. 5
Formula: C20H19LiN5O4SSe2
Source: OMol25
Level of theory: wB97M-V/def2-TZVPD

Calculated values
Charge: -1
M: 590.33 Da
Highest occupied orbital energy: -5.38 eV

Last column: Mulliken charge in e.
Element x y z (Å)
N 3.613 1.438 0.935  -0.372
H -4.056 -2.268 -3.187  0.295
C -0.776 1.242 1.313  0.413
H -4.520 -2.888 -0.657  0.236
C -1.393 3.493 -0.115  -0.586
C 4.963 3.460 -0.393  -0.216
C -2.323 2.962 0.772  -0.314
N -2.570 -2.061 0.516  0.297
H 2.637 2.902 1.985  0.390
C -4.681 -1.786 -2.430  -0.959
N -4.200 -2.035 -1.086  -0.287
S -2.053 -0.527 -1.586  -0.326
C 3.375 2.723 1.211  -0.139
H -4.658 -0.716 -2.622  0.301
H -2.925 -2.681 2.433  0.361
H -2.730 1.360 2.181  0.471
O 0.867 -0.410 1.540  -0.421
H -1.606 4.373 -0.705  0.504
H 1.734 -3.819 1.744  0.334
H -5.704 -2.153 -2.505  0.356
C 1.480 -3.369 0.794  -0.660
H -1.770 -1.601 0.934  -0.218
H -3.636 -3.753 1.206  0.345
C 4.024 3.769 0.582  -0.665
O 0.990 4.342 -1.691  -0.795
N 1.928 -1.662 -0.813  -0.189
O 1.825 2.275 -1.320  -0.799
Se 4.934 -0.668 -0.355  -0.084
C -0.272 -0.069 1.931  0.164
C -0.173 2.846 -0.243  0.226
C 4.500 1.166 0.010  0.832
C -2.024 1.814 1.501  -0.569
C -2.976 -1.586 -0.675  0.365
H -4.393 -2.185 1.574  0.374
H -0.187 -4.648 0.384  0.374
C 0.878 -2.082 -1.520  -0.497
H 5.493 4.245 -0.917  0.366
H 0.663 -1.524 -2.424  0.485
C 5.216 2.133 -0.683  -0.803
H -3.291 3.436 0.892  0.400
Se 3.784 -1.742 1.289  -0.059
H 3.790 4.794 0.833  0.396
C -3.438 -2.709 1.475  -1.184
O -1.050 -0.693 2.688  -0.835
N 0.097 1.769 0.476  0.265
C 0.982 3.213 -1.193  0.112
Li 1.692 0.779 -0.094  0.823
C 2.219 -2.297 0.306  0.521
H -0.733 -3.476 -1.759  0.402
H 5.946 1.846 -1.430  0.328
C 0.102 -3.164 -1.148  -0.452
C 0.406 -3.808 0.044  -0.306

Forces on atoms 1 to 3 (eV/Å):
-0.3 0.1 0.1
0.0 0.0 0.0
0.0 -0.1 0.1

=====

No. 6
Formula: C28H42BrMoN3P2
Source: OMol25
Level of theory: wB97M-V/def2-TZVPD

Calculated values
Charge: +4
M: 658.46 Da
Highest occupied orbital energy (spin up / spin down): -19.43 / -19.43 eV
2S+1: 3

Last column: Mulliken spin population.
Element x y z (Å)
H 3.369 -2.961 -1.614  -0.004
H 4.243 4.264 0.972  0.000
C -1.019 -1.449 3.748  -0.001
H -3.993 0.308 -1.703  0.009
N -6.178 -1.922 -2.946  0.776
C -0.166 2.825 2.151  -0.013
H -1.823 0.346 -0.087  -0.006
C 3.716 -2.667 -0.630  0.025
C 0.136 -1.145 2.787  -0.022
H 5.182 -4.141 -0.327  -0.001
H 0.883 3.420 -1.490  -0.001
C 4.985 -2.602 1.221  -0.006
H -0.453 5.443 -1.248  -0.001
H 2.735 2.658 2.250  0.011
H 3.361 -0.363 -1.647  -0.101
C -4.353 -0.636 -2.084  0.088
P 0.909 2.475 0.719  -0.095
H 2.688 5.014 1.350  0.001
H -1.154 3.084 1.744  0.000
H -3.964 -0.206 1.227  -0.001
C -1.817 -0.120 0.905  -0.010
C 1.421 -1.335 -2.085  -0.113
C 2.065 0.745 -2.867  -0.007
C 0.611 -0.410 -4.243  -0.062
C 2.648 2.821 1.162  0.017
H 5.729 -2.877 1.928  0.000
C -3.489 -1.699 -2.390  -0.014
C 2.538 -0.487 -2.388  -0.051
H 3.954 -0.753 1.935  0.000
Mo 2.135 0.186 -0.453  1.277
H -6.373 0.037 -2.371  0.027
C 0.404 -1.235 -3.138  0.087
C -3.107 -0.898 1.143  -0.002
H -1.499 -4.655 0.848  0.000
H 3.037 4.432 -0.305  0.001
H -2.354 -3.330 1.647  0.000
H -0.643 -1.468 4.785  0.000
H -0.995 4.974 0.384  0.000
N 4.740 -3.281 0.014  0.011
H -1.746 0.703 1.622  -0.001
H -1.124 -2.587 -0.535  0.006
H -3.418 -3.858 -2.759  0.009
C 4.092 -1.559 1.245  0.021
C 0.360 3.909 3.085  -0.006
C -4.038 -2.955 -2.731  0.099
H -0.287 1.875 2.686  0.002
C -2.079 -1.612 -2.485  0.084
H 1.527 -2.279 -1.541  -0.022
H -5.817 -3.895 -3.483  0.028
C -5.388 -2.978 -3.078  0.004
H -3.325 -1.575 0.300  -0.001
C 1.335 0.797 -4.040  0.068
C -0.610 -2.729 0.417  -0.014
C -5.690 -0.796 -2.454  0.009
C -1.351 -3.687 1.357  -0.004
P -0.166 -1.008 0.957  -0.031
H -0.304 3.960 3.960  -0.001
Br 3.041 2.361 -2.034  0.004
H -1.467 -2.438 3.573  0.000
H 1.373 3.695 3.457  0.001
H 0.175 -0.613 -5.211  0.003
H 1.397 1.606 -4.774  -0.002
H -1.817 -0.697 3.704  0.000
H -0.689 2.919 -0.970  -0.005
C 0.199 3.478 -0.637  -0.019
C 3.163 4.215 0.765  -0.007
H 0.351 -3.169 0.134  0.001
N 3.263 -1.636 0.117  -0.036
H -0.775 -3.887 2.275  0.000
H 0.358 4.903 2.614  0.000
C -0.153 4.929 -0.320  -0.012
H 0.691 5.500 0.099  0.001
H -3.107 -1.482 2.078  0.000
C -0.932 -1.754 -2.932  0.000
H 3.303 2.051 0.692  -0.010
H 0.618 -0.198 3.062  0.007
H 0.926 -1.901 2.877  0.004

Forces on atoms 1 to 3 (eV/Å):
0.2 -0.1 0.3
-0.3 0.0 0.0
-0.4 -0.2 0.2

=====

No. 7
Formula: C2H6N2S
Source: OMol25
Level of theory: wB97M-V/def2-TZVPD

Calculated values
Structure (SMILES): C/N=C\NS
Energy relative to the best compared isomer or geometry (same formula, charge and spin): 29.75 kcal/mol
M: 90.15 Da
Highest occupied orbital energy: -9.34 eV

Last column: Mulliken charge in e.
Element x y z (Å)
C -0.304 1.069 0.147  0.115
H -0.420 -1.234 -1.002  0.284
H -0.402 2.114 0.366  0.348
H -2.159 -1.315 -0.477  0.285
H 1.517 1.618 -0.679  0.311
H 2.158 -0.051 1.306  0.131
H -0.827 -1.726 0.632  0.317
N -1.270 0.283 0.278  -0.471
N 0.935 0.798 -0.456  -0.388
C -1.141 -1.077 -0.175  -0.770
S 1.913 -0.481 0.060  -0.162

Forces on atoms 1 to 3 (eV/Å):
0.3 0.1 -0.9
-0.5 0.2 0.2
-0.3 0.5 0.4

=====

No. 8
Formula: C9H14O
Source: OMol25
Level of theory: wB97M-V/def2-TZVPD

Calculated values
Structure (SMILES): Cc1ccc(O)cc1.CC
Energy relative to the best compared isomer or geometry (same formula, charge and spin): 11.87 kcal/mol
M: 138.21 Da
Highest occupied orbital energy: -8.41 eV

Last column: Mulliken charge in e.
Element x y z (Å)
C -0.939 1.256 -0.403  -0.471
O 1.973 2.685 1.171  -0.558
H 2.697 2.105 -1.281  0.315
H -2.358 -0.046 -2.402  0.362
H -0.146 -3.954 2.909  0.262
H -0.776 -3.860 1.254  0.269
C -1.358 0.292 -2.691  -1.515
H -1.677 -3.180 2.567  0.281
C 1.207 2.037 0.235  0.898
H -0.558 -1.111 2.095  0.211
C 0.843 1.192 -1.950  -0.501
C -0.678 -3.340 2.190  -0.865
C 1.692 1.796 -1.049  -0.579
H 0.419 -1.899 1.012  0.229
C -0.460 0.800 -1.617  0.536
H -0.919 -0.522 -3.252  0.367
H 1.181 1.015 -2.973  0.338
H 0.957 -1.933 2.664  0.349
H -1.600 1.032 -3.456  0.327
C -0.117 1.807 0.570  -0.577
C 0.069 -2.000 2.040  -0.734
H -0.393 2.103 1.572  0.415
H 2.924 2.583 0.988  0.300
H -1.984 1.141 -0.194  0.342

Forces on atoms 1 to 3 (eV/Å):
-0.2 -0.6 0.7
0.6 -0.2 0.2
0.2 0.0 -0.3